This record from OMol25 describes C5H9NO in the gas phase. The level of theory is ωB97M-V/def2-TZVPD.

The value obtained for the lowest unoccupied orbital energy is 1.0 eV. For the max |F|, the calculation gives 0.54 eV/A. As for the structure (SMILES): CC1(C)COC=N1. The charge is 0. The gap between HOMO and LUMO comes out at 10.58 eV. The multiplicity is 1.

```
16
Properties=species:S:1:pos:R:3:forces:R:3
C 0.9075 1.1278 0.7345 0.0 0.0 0.1
C 0.1986 0.0798 -0.1481 0.1 -0.1 0.1
C 1.1750 -0.8777 -0.8586 0.0 0.0 0.0
C -0.8111 -0.6248 0.8054 0.2 -0.2 0.1
O -2.1019 -0.1552 0.3912 -0.1 -0.2 -0.2
C -1.8785 0.4487 -0.7971 0.1 0.1 -0.3
N -0.6916 0.6618 -1.1831 -0.3 0.0 0.2
H 1.7876 1.6510 0.3376 -0.4 -0.2 -0.3
H 1.2233 0.5691 1.6226 0.2 0.2 -0.1
H 0.1676 1.8605 1.0791 0.2 0.0 -0.1
H 2.0955 -1.0489 -0.2851 -0.3 0.0 0.0
H 0.6915 -1.8436 -1.0508 0.1 0.2 0.1
H 1.4630 -0.4746 -1.8373 -0.1 0.1 0.3
H -0.8119 -1.7171 0.7242 0.1 0.1 0.0
H -0.6560 -0.3237 1.8439 -0.1 -0.2 -0.1
H -2.7914 0.6582 -1.3503 0.2 0.3 0.1
```
Positions in Å, forces in eV/Å.

natural (NBO) atomic charge list, values in e, 2 entries:
1 C -0.608
2 C 0.051